C5H9MnO3 | the ωB97M-V functional and the def2-TZVPD basis

Each line ends with the Mulliken spin population.
Atoms and positions in Å:
O: -1.82156 1.60072 -0.56383  0.0394
C: -2.72062 0.64352 -0.42079  0.0043
C: -2.66739 -0.36762 0.50699  0.0617
H: -3.56913 0.67126 -1.12493  0.0033
H: -3.58968 -0.42313 1.09812  0.0029
H: -2.03776 -0.82071 1.27494  -0.0166
O: 1.80626 2.01104 -0.08484  0.0554
C: 2.52459 0.91401 0.37301  -0.0004
C: 1.95909 -0.39336 -0.17535  0.0229
O: 0.52812 -0.32763 -0.00900  0.0463
C: -0.20358 -1.44289 -0.32703  0.9199
Mn: -0.02416 1.61532 -0.20406  4.8503
H: 2.51694 0.85450 1.48180  -0.0014
H: 3.58912 0.95241 0.07049  0.0029
H: 2.34495 -1.26976 0.36376  0.0003
H: 2.15867 -0.49545 -1.25380  -0.0057
H: -1.00571 -1.34586 -1.06038  -0.0071
H: 0.21184 -2.37638 0.05489  0.0216

The calculation puts the orbital gap (spin up / spin down) at 8.5 / 7.5 eV. As for the energy relative to the best compared isomer or geometry (same formula, charge and spin): 0.0 kJ/mol. The spin multiplicity is 7. The expectation value of S² is 12.014.

C5H9N | the ωB97M-V functional and the def2-TZVPD basis

Each line ends with the Mulliken spin population.
Atoms and positions in Å:
N: 2.04919 0.63943 -0.76926  0.0001
C: 1.02745 0.19191 0.08160  0.0496
C: 1.42878 -0.22356 1.35191  0.0872
C: -2.79725 -0.37425 -0.48344  0.7968
C: -1.49637 -0.23864 0.25487  -0.0788
C: -0.27324 0.23050 -0.40117  0.0919
H: 1.76495 0.98171 -1.66710  0.0037
H: 2.96709 0.21940 -0.73551  -0.0033
H: 2.43620 0.03699 1.68383  0.0023
H: 0.94152 -0.91005 2.02605  -0.0070
H: -3.67901 -0.08117 0.09996  0.0054
H: -3.00832 -1.14942 -1.20577  0.0135
H: -1.48829 -1.38563 0.13166  0.0739
H: -1.39337 -0.19222 1.33644  -0.0067
H: -0.48097 0.78351 -1.32249  -0.0286

The calculation puts the orbital gap (spin up / spin down) at 5.6 / 5.2 eV. As for the energy relative to the best compared isomer or geometry (same formula, charge and spin): 186.1 kJ/mol. The spin multiplicity is 2. The expectation value of S² is 0.761. As for the net charge: -1.

C5H9N | the ωB97M-V functional and the def2-TZVPD basis

Each line ends with the natural charge from an NBO analysis.
Atoms and positions in Å:
N: 2.86369 1.61589 0.22715  -0.8177
C: 1.56957 1.37335 -0.19904  0.0455
C: 0.92726 0.24361 0.19699  -0.3464
C: -0.36890 -0.22087 -0.18711  -0.2130
C: -1.25045 -1.02880 0.41863  -0.1910
C: -2.57849 -1.36240 -0.22090  -0.6488
H: 3.32966 2.46375 -0.05044  0.3918
H: 3.35126 0.86591 0.67618  0.3862
H: 1.10294 2.23143 -0.66397  0.1933
H: 1.54970 -0.34098 0.87276  0.1864
H: -0.81023 0.15436 -1.11594  0.1858
H: -1.02645 -1.57139 1.33370  0.1868
H: -2.39782 -1.89621 -1.16123  0.2120
H: -3.14490 -2.06850 0.38119  0.2145
H: -3.11684 -0.45915 -0.50798  0.2145

The calculation puts the orbital gap at 8.4 eV. The SMILES is C/C=C/C=C/N. As for the energy relative to the best compared isomer or geometry (same formula, charge and spin): 128.2 kJ/mol. The spin multiplicity is 1.

C5H9N | the ωB97M-V functional and the def2-TZVPD basis

Each line ends with the natural charge from an NBO analysis.
Atoms and positions in Å:
C: 1.65302 0.06122 -0.20326  -0.6922
C: 0.41559 0.56613 0.48437  0.1023
C: -0.41341 1.53409 -0.26442  -0.7374
C: -0.89725 -1.61702 0.74828  -0.6177
C: -1.43253 -1.27169 -0.50086  0.2543
N: -1.82617 -0.73845 -1.46301  -0.4366
H: 1.76336 -1.01038 -0.05328  0.2394
H: 2.55030 0.54935 0.20826  0.2362
H: 1.63272 0.27104 -1.27883  0.2228
H: 0.44169 0.65799 1.56186  0.2036
H: 0.05908 1.90551 -1.18513  0.2297
H: -0.78225 2.38032 0.32570  0.2335
H: -1.27406 0.94242 -0.65832  0.3067
H: -1.68207 -1.75975 1.50916  0.2307
H: -0.20801 -2.47078 0.76947  0.2247

The calculation puts the orbital gap at 8.2 eV. As for the energy relative to the best compared isomer or geometry (same formula, charge and spin): 323.5 kJ/mol. The spin multiplicity is 1.